Formula: C47H45ClFeGeN5O4PSe2
Source: OMol25
Level of theory: ωB97M-V/def2-TZVPD

Each line ends with the Löwdin spin population.
Cartesian coordinates (Å):
Fe1 -0.82 -0.41 -0.15  2.3409
N1 -0.74 5.85 -8.60  -0.0001
C1 -0.60 5.08 -7.73  0.0000
C2 -0.55 4.15 -6.63  -0.0001
C3 -1.42 4.34 -5.54  0.0000
C4 -1.46 3.48 -4.45  -0.0001
C5 -0.63 2.35 -4.38  0.0000
C6 0.19 2.13 -5.50  0.0000
C7 0.25 3.02 -6.58  0.0001
C8 -0.64 1.46 -3.18  -0.0010
C9 0.54 0.79 -2.72  0.0011
C10 1.82 0.76 -3.38  0.0165
C11 2.57 -0.23 -2.76  0.0037
C12 1.81 -0.68 -1.67  0.0204
N2 0.60 -0.06 -1.57  -0.0130
C13 -1.93 1.10 -2.63  -0.0012
C14 -3.18 1.39 -3.22  -0.0002
C15 -4.18 0.92 -2.36  -0.0009
C16 -3.50 0.25 -1.32  -0.0020
N3 -2.17 0.37 -1.46  -0.0126
H1 -2.05 5.23 -5.60  0.0000
H2 -2.08 3.71 -3.59  0.0000
H3 0.75 1.23 -5.57  0.0001
H4 0.90 2.80 -7.42  0.0000
H5 2.11 1.29 -4.27  0.0009
H6 3.54 -0.57 -3.04  -0.0002
H7 2.09 -1.46 -1.00  0.0025
H8 -3.27 1.90 -4.16  0.0000
H9 -5.23 1.00 -2.58  -0.0001
H10 -3.91 -0.32 -0.47  -0.0001
Se1 -1.47 -2.94 -1.96  0.0793
P1 -0.50 -4.32 -0.57  0.0441
Se2 -0.37 -3.81 1.55  0.8004
C17 1.23 -4.72 -0.91  0.0260
C18 1.88 -4.19 -2.02  0.0032
C19 3.28 -4.35 -2.13  0.0061
C20 3.97 -5.18 -1.25  0.0050
C21 3.29 -5.74 -0.18  0.0031
C22 1.92 -5.54 0.04  0.0318
C23 -1.48 -5.83 -0.70  0.0001
C24 -1.54 -6.72 0.39  0.0023
C25 -2.54 -7.71 0.43  0.0003
C26 -3.39 -7.86 -0.64  0.0000
C27 -3.25 -7.08 -1.79  0.0003
C28 -2.32 -6.05 -1.84  0.0010
H11 1.31 -3.58 -2.74  0.0004
H12 3.81 -3.83 -2.96  0.0003
H13 5.01 -5.48 -1.46  0.0002
H14 3.87 -6.36 0.48  0.0000
H15 1.40 -5.94 0.91  0.0136
H16 -0.91 -6.56 1.28  0.0016
H17 -2.66 -8.35 1.31  0.0000
H18 -4.17 -8.61 -0.60  0.0000
H19 -3.92 -7.21 -2.67  0.0000
H20 -2.24 -5.41 -2.73  0.0020
O1 -5.65 1.07 3.41  0.0001
C29 -5.12 2.19 2.99  0.0002
O2 -5.68 3.27 3.17  0.0003
C30 -3.80 2.12 2.28  0.0015
C31 -3.02 3.20 1.91  0.0015
Cl1 -3.41 4.84 1.83  0.0007
N4 -1.80 2.81 1.41  0.0029
N5 -1.82 1.38 1.29  0.0550
C32 -2.95 0.99 1.86  0.0060
C33 -3.11 -0.47 2.09  0.0030
O3 -4.09 -0.86 2.82  0.0036
O4 -2.28 -1.29 1.58  0.0461
C34 -0.63 3.55 1.09  0.0007
C35 0.14 3.23 -0.05  0.0034
C36 1.05 4.16 -0.52  0.0006
C37 1.31 5.33 0.20  -0.0001
C38 0.70 5.58 1.42  0.0005
C39 -0.30 4.70 1.86  -0.0002
H21 -5.09 0.20 3.24  0.0000
H22 -0.12 2.27 -0.57  0.0030
H23 1.62 4.00 -1.44  0.0000
H24 2.03 6.06 -0.17  0.0000
H25 0.96 6.50 1.97  0.0000
H26 -0.81 4.89 2.79  0.0000
C40 5.79 0.32 1.84  0.0007
C41 4.97 1.62 1.85  0.0060
C42 3.55 1.43 2.41  0.0143
C43 2.81 0.23 1.84  0.0785
Ge1 0.78 0.35 2.15  0.2912
C44 0.53 -0.60 3.90  0.0519
C45 1.09 0.18 5.11  0.0188
C46 0.11 0.92 6.05  0.0013
C47 -0.55 2.15 5.40  0.0006
H27 6.79 0.53 1.35  0.0000
H28 5.29 -0.49 1.26  0.0004
H29 6.06 -0.06 2.84  0.0000
H30 4.87 2.07 0.86  0.0000
H31 5.50 2.36 2.44  0.0007
H32 2.98 2.35 2.30  0.0018
H33 3.58 1.29 3.51  -0.0001
H34 3.18 -0.74 2.12  0.0023
H35 2.85 0.26 0.74  0.0017
H36 0.66 1.79 2.67  0.0178
H37 1.11 -1.54 3.79  0.0001
H38 -0.54 -0.79 4.07  0.0000
H39 1.85 0.92 4.76  0.0033
H40 1.69 -0.52 5.66  0.0034
H41 0.69 1.18 6.95  0.0004
H42 -0.64 0.18 6.37  0.0000
H43 0.26 2.83 5.03  0.0000
H44 -1.21 2.70 6.05  0.0001
H45 -1.16 1.90 4.53  0.0002

As for the spin multiplicity: 5. The calculation puts the LUMO energy (spin up / spin down) at -1.674 / -3.000 eV. The calculation puts the total energy at -11337.6773 Eh. As for the orbital gap (spin up / spin down): 6.37 / 5.03 eV. For the energy above the lowest of the compared OMol25 structures with the same formula, charge and spin, the calculation gives 0.0 kJ/mol.

Formula: C15H19N3OS2
Source: OMol25
Level of theory: ωB97M-V/def2-TZVPD

Each line ends with the Mulliken charge.
Cartesian coordinates (Å):
C1 -8.14 -0.62 0.06  -1.4372
C2 -6.74 -0.08 0.09  0.6665
C3 -5.65 -0.93 0.02  -0.6513
C4 -4.35 -0.43 0.03  0.7961
C5 -4.14 0.95 0.11  -0.5784
C6 -5.23 1.79 0.18  -0.6731
C7 -6.52 1.29 0.17  -0.6244
H1 -7.36 1.96 0.22  0.4027
H2 -5.07 2.86 0.24  0.3737
H3 -3.13 1.33 0.12  0.5317
N1 -3.30 -1.35 -0.04  -0.0314
C8 -1.98 -1.11 -0.05  0.3372
N2 -1.37 0.03 0.00  -0.2295
N3 -0.05 -0.05 -0.03  -0.4794
C9 0.41 -1.25 -0.10  0.4508
S1 2.08 -1.69 -0.16  -0.1844
C10 2.79 -0.01 -0.08  -0.8571
C11 4.28 -0.07 -0.33  0.1719
C12 4.89 1.33 -0.45  -0.7797
C13 6.40 1.23 -0.61  -0.7585
C14 6.97 0.40 0.54  -0.5384
C15 6.25 -0.94 0.60  -0.5522
O1 4.86 -0.78 0.75  -0.3696
H4 6.57 -1.53 1.47  0.3458
H5 6.46 -1.52 -0.31  0.3310
H6 8.04 0.23 0.41  0.3346
H7 6.82 0.93 1.48  0.2903
H8 6.85 2.22 -0.63  0.3395
H9 6.63 0.74 -1.56  0.3150
H10 4.44 1.85 -1.30  0.3943
H11 4.65 1.89 0.46  0.3656
H12 4.48 -0.62 -1.27  0.3066
H13 2.28 0.60 -0.83  0.4268
H14 2.58 0.39 0.92  0.3891
S2 -0.85 -2.49 -0.15  -0.2436
H15 -3.58 -2.32 -0.09  0.1847
H16 -5.80 -2.00 -0.04  0.2353
H17 -8.14 -1.70 0.19  0.3429
H18 -8.61 -0.38 -0.89  0.2996
H19 -8.73 -0.17 0.86  0.3566

As for the structure (SMILES): Cc1cccc(Nc2nnc(SC[C@H]3CCCCO3)s2)c1. The calculation puts the LUMO energy at 0.449 eV. The calculation puts the total energy at -1618.8542 Eh. As for the orbital gap: 8.18 eV. For the energy above the lowest of the compared OMol25 structures with the same formula, charge and spin, the calculation gives 55.8 kJ/mol.

Formula: N2O5S
Source: OMol25
Level of theory: ωB97M-V/def2-TZVPD

Each line ends with the Mulliken charge.
Cartesian coordinates (Å):
N1 0.95 -0.62 -0.56  0.6400
N2 -0.69 0.66 0.99  1.2057
O1 2.06 -0.98 -0.15  -0.5706
O2 0.44 0.50 -0.08  -0.3626
O3 -0.80 1.76 1.32  -0.4765
O4 -1.10 -0.36 1.29  -0.4453
O5 -1.05 -0.42 -1.82  -0.4409
S1 0.15 -1.29 -1.87  0.4502

The calculation puts the LUMO energy (spin up / spin down) at -1.733 / -1.330 eV. The calculation puts the total energy at -883.5850 Eh. As for the orbital gap (spin up / spin down): 7.76 / 8.31 eV. For the energy above the lowest of the compared OMol25 structures with the same formula, charge and spin, the calculation gives 220.0 kJ/mol.

Formula: C40H64N3O15
Source: OMol25
Level of theory: ωB97M-V/def2-TZVPD

Each line ends with the Mulliken charge.
Cartesian coordinates (Å):
C1 0.56 1.47 -0.26  -1.1872
C2 -0.86 1.44 -0.79  0.1355
C3 -1.03 0.81 -2.19  0.1399
C4 -0.75 1.87 -3.25  -1.8025
N1 -0.11 -0.37 -2.37  1.1677
N2 1.00 -0.12 -3.04  -1.0284
C5 1.90 -1.07 -3.15  -0.9786
C6 1.72 -2.34 -2.58  0.8076
C7 2.80 -3.40 -2.73  -0.9475
O1 2.33 -4.43 -3.57  -0.3464
C8 1.72 -5.57 -2.97  -0.6402
C9 0.54 -2.58 -1.91  0.2119
C10 -0.40 -1.55 -1.81  0.5300
C11 -1.69 -1.80 -1.09  -1.1699
C12 -2.80 -2.32 -2.06  -0.7195
N3 -3.85 -1.35 -2.36  -0.4527
H1 0.88 0.49 0.09  0.0333
H2 0.59 2.15 0.58  0.7879
H3 1.27 1.84 -1.00  0.3105
H4 -1.19 2.47 -0.88  -0.2720
H5 -1.51 0.97 -0.06  0.4532
H6 -2.04 0.46 -2.35  -0.1146
H7 0.21 2.35 -3.09  0.2952
H8 -0.82 1.47 -4.25  0.5113
H9 -1.51 2.63 -3.12  0.4695
H10 2.79 -0.85 -3.70  0.5453
H11 3.07 -3.78 -1.74  0.2904
H12 3.70 -2.97 -3.17  0.4930
H13 0.72 -5.70 -3.39  0.3109
H14 1.64 -5.48 -1.89  0.1671
H15 2.30 -6.46 -3.20  0.2565
H16 0.33 -3.54 -1.46  0.6650
H17 -1.48 -2.60 -0.39  0.6720
H18 -2.03 -0.92 -0.57  0.2315
H19 -2.36 -2.66 -3.00  0.4463
H20 -3.25 -3.18 -1.58  0.3455
H21 -3.76 -0.97 -3.29  0.2964
H22 -3.84 -0.55 -1.73  0.0286
O2 3.56 0.38 -7.42  -0.5783
C13 3.16 -0.75 -7.40  0.4612
O3 3.31 -1.55 -6.31  -0.3112
C14 2.82 -2.88 -6.61  -0.0151
C15 1.86 -2.71 -7.77  -0.5918
C16 2.47 -1.52 -8.51  -0.3925
H23 3.68 -3.51 -6.86  0.2347
H24 2.35 -3.29 -5.71  0.0153
H25 1.76 -3.60 -8.38  0.3681
H26 0.87 -2.44 -7.40  0.2553
H27 3.23 -1.82 -9.24  0.2570
H28 1.73 -0.89 -9.00  0.3112
O4 2.98 -7.76 -1.01  -0.5623
C17 3.63 -7.17 -0.20  0.4861
O5 3.62 -5.82 -0.11  -0.2396
C18 4.57 -5.37 0.88  -0.4117
C19 4.77 -6.57 1.80  -0.5165
C20 4.57 -7.74 0.84  -0.5249
H29 5.49 -5.09 0.37  0.2303
H30 4.16 -4.51 1.39  0.3036
H31 5.73 -6.56 2.31  0.3572
H32 3.99 -6.58 2.56  0.2662
H33 5.50 -8.02 0.34  0.2680
H34 4.14 -8.62 1.31  0.3261
O6 -0.73 4.13 1.13  -0.5682
C21 -1.02 5.16 0.59  0.4600
O7 -1.38 6.25 1.28  -0.2575
C22 -1.78 7.31 0.38  -0.4434
C23 -1.11 6.98 -0.95  -0.7479
C24 -1.08 5.45 -0.90  -0.2458
H35 -2.87 7.31 0.32  0.2657
H36 -1.46 8.26 0.79  0.3780
H37 -1.64 7.39 -1.81  0.3538
H38 -0.09 7.36 -0.96  0.3038
H39 -2.00 5.01 -1.30  0.2202
H40 -0.22 5.02 -1.41  0.3123
O8 -2.69 8.26 3.10  -0.5729
C25 -3.30 7.59 3.87  0.5256
O9 -4.62 7.76 4.10  -0.3594
C26 -5.07 6.88 5.15  -0.4392
C27 -4.05 5.75 5.17  -0.4940
C28 -2.77 6.46 4.74  -0.2600
H41 -5.08 7.45 6.08  0.2622
H42 -6.08 6.55 4.92  0.3198
H43 -3.98 5.26 6.14  0.3260
H44 -4.32 4.99 4.43  0.2370
H45 -2.24 6.90 5.58  0.2816
H46 -2.09 5.83 4.17  0.1784
O10 4.19 -1.93 2.59  -0.5794
C29 4.12 -0.74 2.50  0.3878
O11 4.54 0.09 3.48  -0.3802
C30 4.21 1.46 3.16  -0.4031
C31 4.06 1.48 1.64  -0.5996
C32 3.53 0.07 1.36  0.1954
H47 3.29 1.72 3.68  0.1934
H48 5.02 2.10 3.52  0.3582
H49 3.42 2.28 1.29  0.3163
H50 5.04 1.60 1.17  0.3170
H51 2.45 0.03 1.44  -0.1602
H52 3.86 -0.32 0.40  0.3830
O12 2.17 1.50 6.22  -0.5734
C33 1.98 0.34 6.44  0.4782
O13 1.52 -0.11 7.63  -0.3791
C34 1.49 -1.55 7.64  -0.4412
C35 1.43 -1.95 6.17  -0.6322
C36 2.22 -0.82 5.51  0.1327
H53 2.39 -1.91 8.13  0.2464
H54 0.62 -1.87 8.21  0.3550
H55 1.83 -2.95 5.98  0.3408
H56 0.39 -1.93 5.82  0.2918
H57 3.29 -1.03 5.48  0.1553
H58 1.86 -0.58 4.51  0.0126
O14 -5.21 1.07 -1.33  -0.6265
C37 -6.04 0.54 -0.64  0.6392
O15 -5.71 -0.18 0.45  -0.3519
C38 -6.88 -0.79 1.03  -0.4070
C39 -8.05 0.05 0.52  -0.5130
C40 -7.54 0.51 -0.84  -0.4954
H59 -6.93 -1.82 0.68  0.2777
H60 -6.78 -0.79 2.11  0.2996
H61 -8.99 -0.51 0.49  0.3271
H62 -8.20 0.91 1.17  0.2732
H63 -7.76 -0.21 -1.63  0.2584
H64 -7.90 1.49 -1.13  0.3283

The calculation puts the LUMO energy at -3.652 eV. The calculation puts the total energy at -2855.2832 Eh. As for the orbital gap: 7.88 eV. For the energy above the lowest of the compared OMol25 structures with the same formula, charge and spin, the calculation gives 0.0 kJ/mol. The charge is +1.

Formula: C4H11NO3S2
Source: OMol25
Level of theory: ωB97M-V/def2-TZVPD

Each line ends with the Mulliken charge.
Cartesian coordinates (Å):
C1 0.65 0.24 2.03  -0.8401
C2 -1.38 1.53 2.18  -0.9315
C3 -1.01 0.13 0.13  -0.4633
C4 -0.43 -1.19 -0.47  -0.7085
H1 1.11 -0.71 1.75  0.2186
H2 0.77 0.35 3.13  0.3137
H3 1.15 1.07 1.49  0.3523
H4 -1.15 1.62 3.28  0.2887
H5 -0.91 2.37 1.68  0.3749
H6 -2.38 1.49 1.94  0.3220
H7 -2.11 0.10 -0.12  0.3121
H8 -0.53 1.01 -0.32  0.3586
H9 0.63 -1.51 -0.27  0.3489
H10 -1.10 -1.99 -0.20  0.4447
H11 2.29 -2.13 -3.63  0.3607
N1 -0.70 0.28 1.63  -0.1757
O1 1.98 -1.75 -2.75  -0.5004
O2 1.60 0.54 -1.88  -0.5224
O3 1.12 -0.06 -4.36  -0.5700
S1 -0.72 -1.02 -2.28  -0.0925
S2 1.11 -0.36 -2.95  1.1093

As for the structure (SMILES): CN(C)CCSS(=O)(=O)O. The calculation puts the LUMO energy at 0.300 eV. The calculation puts the total energy at -1235.7961 Eh. As for the orbital gap: 8.71 eV. For the energy above the lowest of the compared OMol25 structures with the same formula, charge and spin, the calculation gives 125.6 kJ/mol.

Formula: C3H4N2O
Source: OMol25
Level of theory: ωB97M-V/def2-TZVPD

Each line ends with the Mulliken charge.
Cartesian coordinates (Å):
N1 -1.78 -0.07 -0.22  -0.4516
C1 -0.47 -0.35 0.10  0.6770
N2 0.08 -1.51 0.41  -0.4605
O1 1.54 -1.24 0.32  -0.1980
C2 1.69 0.04 0.03  -0.4261
C3 0.51 0.67 -0.03  -0.2562
H1 -1.95 0.90 -0.39  0.1947
H2 -2.58 -0.60 0.09  0.2330
H3 2.66 0.43 -0.26  0.3882
H4 0.30 1.73 -0.05  0.2996

As for the structure (SMILES): Nc1ccon1. The calculation puts the LUMO energy at 0.909 eV. The calculation puts the total energy at -301.4047 Eh. As for the orbital gap: 10.21 eV. For the energy above the lowest of the compared OMol25 structures with the same formula, charge and spin, the calculation gives 216.6 kJ/mol.

Formula: C17H21BrN3O2PdS
Source: OMol25
Level of theory: ωB97M-V/def2-TZVPD

Each line ends with the Mulliken charge.
Cartesian coordinates (Å):
Pd1 1.03 -0.88 0.10  -0.7009
Br1 1.17 -0.75 2.71  -0.0830
C1 1.24 1.20 2.67  0.4114
C2 1.36 1.85 3.86  -0.5629
C3 1.34 3.26 3.89  -0.6114
C4 1.19 3.96 2.72  -0.9138
C5 1.08 3.30 1.48  1.0852
C6 0.91 4.02 0.28  -0.8235
C7 0.73 3.37 -0.91  -0.8384
C8 0.78 1.96 -0.96  0.2668
C9 1.01 1.23 0.18  -0.8475
C10 1.12 1.87 1.43  1.1028
H1 1.46 1.30 4.78  0.4176
H2 1.42 3.77 4.84  0.4098
H3 1.14 5.04 2.74  0.4134
H4 0.91 5.09 0.31  0.4213
H5 0.56 3.92 -1.82  0.4211
H6 0.64 1.46 -1.91  0.5548
C11 3.89 1.21 -2.45  -1.2043
N1 3.31 0.08 -1.76  0.0825
C12 3.19 -1.15 -2.24  0.6845
N2 3.74 -1.49 -3.41  -0.3860
S1 2.37 -2.33 -1.34  -0.4290
H7 3.84 2.08 -1.80  0.3457
H8 3.34 1.44 -3.37  0.3899
H9 4.94 1.02 -2.70  0.4361
H10 2.84 0.25 -0.86  0.1630
H11 4.16 -0.81 -4.01  0.2024
H12 3.63 -2.43 -3.75  0.2148
O1 -0.86 -2.48 0.41  -0.8685
C13 -1.51 -1.63 -0.26  0.6716
O2 -1.06 -0.85 -1.09  -0.6650
C14 -3.03 -1.65 0.08  0.1324
N3 -3.13 -2.64 1.18  -0.0408
C15 -4.10 -3.69 0.78  -0.5769
C16 -4.95 -3.01 -0.29  -0.5752
C17 -3.91 -2.20 -1.05  -0.7854
H13 -3.34 -0.65 0.40  0.3329
H14 -3.36 -2.22 2.07  0.3657
H15 -2.05 -2.95 1.17  0.3485
H16 -4.68 -4.04 1.64  0.3734
H17 -3.54 -4.53 0.36  0.2762
H18 -5.67 -2.35 0.17  0.2984
H19 -5.47 -3.72 -0.93  0.3808
H20 -4.35 -1.40 -1.64  0.3762
H21 -3.32 -2.84 -1.71  0.3331

The calculation puts the LUMO energy (spin up / spin down) at -3.946 / -4.072 eV. The calculation puts the total energy at -4075.0238 Eh. As for the orbital gap (spin up / spin down): 6.63 / 6.51 eV. For the energy above the lowest of the compared OMol25 structures with the same formula, charge and spin, the calculation gives 87.5 kJ/mol. The charge is +1.

Formula: CH2O2S
Source: OMol25
Level of theory: ωB97M-V/def2-TZVPD

Each line ends with the Mulliken charge.
Cartesian coordinates (Å):
C1 0.31 0.01 0.07  0.5105
H1 0.19 1.95 -0.08  0.3857
H2 1.07 -1.83 0.49  0.4073
O1 0.84 1.10 0.03  -0.4023
O2 1.37 -0.82 -0.11  -0.5004
S1 -1.30 -0.15 -0.01  -0.4009

As for the structure (SMILES): OC(O)=S. The calculation puts the LUMO energy at 0.125 eV. The calculation puts the total energy at -587.9048 Eh. As for the orbital gap: 9.17 eV. For the energy above the lowest of the compared OMol25 structures with the same formula, charge and spin, the calculation gives 215.2 kJ/mol.